{
  "formula": "C3H6N3S",
  "method": "ωB97M-V/def2-TZVPD",
  "elements": ["S", "N", "N", "N", "C", "C", "C", "H", "H", "H", "H", "H", "H"],
  "xyz": [[-4.06865, 0.30609, 0.02235], [-2.46919, 0.02480, 0.07850], [-1.87517, -1.32261, -0.20983], [-0.24498, 0.09906, 0.08380], [-0.52295, -1.20157, -0.12701], [1.07556, 0.63543, -0.03233], [-1.38440, 0.81017, 0.21786], [-1.41537, 1.83452, 0.58652], [1.11187, 1.53423, 0.52456], [-2.51455, -2.15276, -0.55822], [1.31157, 0.82731, -0.99618], [0.16120, -1.95952, -0.44845], [1.77660, -0.26609, 0.16083]],
  "atomic_forces_ev_per_a": [[-0.430, 0.038, 0.182], [2.128, -1.631, -0.940], [-0.278, 0.493, 0.081], [-0.721, -2.205, -0.317], [-2.643, 1.212, -0.936], [1.274, -2.863, 2.002], [-1.343, -0.315, 0.586], [-0.159, -0.338, -0.419], [0.762, 0.498, 1.006], [1.575, 2.313, 1.142], [0.231, 1.002, -3.322], [0.350, -0.229, 0.253], [-0.743, 2.024, 0.683]],
  "relative_energy_kj_mol": 253.8,
  "homo_lumo_gap_ha": [0.276, 0.276],
  "homo_energy_ev": [-12.37, -12.37],
  "smiles": "C[n+]1c[nH][n+]([S-])c1",
  "charge": 1,
  "spin_multiplicity": 1
}

***

{
  "formula": "C10H28FN8O19S",
  "method": "ωB97M-V/def2-TZVPD",
  "elements": ["S", "F", "O", "O", "O", "O", "O", "O", "O", "O", "O", "O", "O", "O", "O", "O", "O", "O", "O", "O", "O", "N", "N", "N", "N", "N", "N", "N", "N", "C", "C", "C", "C", "C", "C", "C", "C", "C", "C", "H", "H", "H", "H", "H", "H", "H", "H", "H", "H", "H", "H", "H", "H", "H", "H", "H", "H", "H", "H", "H", "H", "H", "H", "H", "H", "H", "H"],
  "xyz": [[-0.40715, 0.70261, 0.93045], [-4.40863, 0.69798, 0.91406], [3.14102, 6.78920, -3.93035], [5.24917, -2.02694, 2.34647], [5.01883, 5.75611, -4.25236], [6.81629, -3.20996, 3.26263], [-10.65596, -1.37790, 3.93170], [-5.70162, -2.56804, 1.38983], [-0.22390, 1.62173, -3.12446], [-0.23658, 2.23268, 0.37565], [2.67452, -1.60946, 5.35813], [-9.50933, 0.18938, 2.96995], [0.93220, -2.70111, 4.67269], [-6.38482, -0.93194, 2.63470], [4.26209, -0.16768, -2.66800], [-0.42492, 0.78564, 2.44010], [5.25175, -1.33088, -1.12920], [0.67952, -0.20502, 0.41349], [-1.37788, -0.08000, -2.44143], [4.06127, 2.06918, -5.75404], [2.91972, 0.35150, -5.09914], [6.17218, -2.81645, 2.30526], [1.49154, -1.69864, 5.07894], [-0.38530, 0.43376, -2.92922], [-9.76472, -0.54746, 3.90344], [4.42124, -0.52343, -1.51161], [-6.54426, -1.78099, 1.77668], [3.91198, 0.87574, -5.56596], [3.81291, 5.78449, -4.07745], [0.65413, -0.48320, 5.24760], [-2.09321, 0.17627, 0.31119], [3.09526, 4.48322, -4.03998], [-8.90874, -0.41794, 5.11027], [-3.10139, 1.29972, 0.88898], [0.72066, -0.47971, -3.30864], [6.55507, -3.35293, 0.97355], [5.03492, -0.02279, -5.93460], [-7.88552, -1.86829, 1.14378], [3.52460, 0.08105, -0.48962], [-0.12785, -0.72159, 5.96725], [-2.41145, -0.82867, 0.72236], [-9.00980, 0.60246, 5.47629], [3.68149, 1.15836, -0.51085], [7.59179, -3.07330, 0.79345], [-8.27409, -2.86715, 1.33710], [0.33271, -1.17749, -4.04952], [0.23238, -0.23344, 4.27248], [5.84771, 0.57902, -6.33470], [3.77917, -0.32664, 0.48610], [5.34772, -0.54344, -5.03024], [-7.75857, -1.69366, 0.07667], [1.03847, -0.99859, -2.40475], [-2.14423, 0.24024, -0.82224], [1.53613, 0.10880, -3.72118], [5.90214, -2.91956, 0.21819], [2.49983, -0.17368, -0.75721], [2.36040, 4.49002, -4.84289], [2.61519, 4.40043, -3.06575], [4.66473, -0.71993, -6.68464], [-9.24762, -1.13158, 5.85782], [-2.81720, 1.60092, 1.94555], [1.28134, 0.32612, 5.61411], [-3.11425, 2.22149, 0.23562], [-8.53004, -1.11034, 1.58487], [3.81415, 3.68273, -4.18390], [-7.88335, -0.63020, 4.80877], [6.43812, -4.43500, 1.00942]],
  "atomic_forces_ev_per_a": [[2.398, 4.845, -0.005], [0.955, 0.725, -0.083], [0.335, -0.181, -0.087], [0.356, -0.232, 0.124], [-0.291, 0.222, 0.052], [-0.152, 0.131, -0.198], [0.215, 0.212, -0.214], [-0.242, 0.253, 0.198], [-0.274, -0.371, 0.024], [-0.973, -5.518, 1.311], [-0.262, -0.249, -0.101], [-0.292, -0.162, 0.254], [0.290, 0.183, 0.181], [-0.011, -0.367, -0.044], [0.325, -0.289, 0.228], [-0.555, -0.935, -2.497], [-0.102, 0.186, -0.606], [-2.224, 0.970, 0.393], [0.274, 0.093, -0.900], [-0.124, -0.308, 0.016], [0.482, 0.316, -0.598], [-0.215, 0.169, 0.100], [0.041, 0.070, 0.039], [0.184, 0.250, 0.079], [-0.084, 0.005, 0.089], [-0.064, 0.190, 0.384], [0.271, 0.059, 0.022], [-0.060, -0.008, 0.067], [0.019, -0.008, 0.016], [-0.067, 0.295, -0.013], [-0.966, 1.385, 0.558], [0.054, -0.299, 0.128], [0.133, -0.129, 0.339], [0.825, -0.614, 0.061], [0.403, 0.033, 0.040], [-0.160, -0.047, -0.416], [0.366, -0.077, -0.085], [-0.335, 0.163, -0.039], [-0.008, -0.080, 0.222], [0.012, -0.078, -0.153], [0.631, 1.133, -0.415], [0.110, -0.050, -0.149], [-0.151, -0.081, -0.147], [-0.058, -0.122, 0.098], [0.125, 0.030, -0.130], [-0.039, 0.000, 0.156], [-0.070, -0.020, -0.026], [-0.176, 0.024, 0.060], [-0.007, -0.048, -0.177], [-0.186, -0.006, -0.046], [0.051, -0.143, 0.091], [-0.237, -0.033, -0.029], [0.342, -0.280, 1.987], [-0.404, -0.084, 0.252], [0.107, -0.013, 0.255], [0.022, 0.219, 0.127], [-0.005, 0.034, 0.164], [-0.110, 0.101, -0.141], [-0.039, 0.001, 0.163], [-0.054, 0.063, -0.172], [-0.461, -0.520, -1.272], [0.021, -0.184, -0.064], [-0.113, -1.203, 0.646], [0.210, -0.114, -0.131], [-0.069, 0.222, -0.007], [-0.068, 0.180, -0.083], [0.151, 0.087, 0.105]],
  "homo_lumo_gap_ha": 0.257,
  "homo_energy_ev": -5.53,
  "charge": -1,
  "spin_multiplicity": 1
}